C3H7NS in the gas phase in a non-equilibrium geometry, computed with ωB97M-V with the def2-TZVPD basis set.

Last column: natural (NBO) charge in e.
Cartesian coordinates (Å):
C1 0.26 0.78 -0.59  -0.230
C2 -0.40 -0.43 0.18  -0.356
C3 -0.36 -1.87 -0.28  -0.558
H1 1.32 1.86 0.51  0.357
H2 -0.25 2.29 0.94  0.389
H3 -0.76 0.83 -1.32  0.183
H4 1.42 0.49 -0.82  0.245
H5 -1.07 -0.27 1.24  0.241
H6 -1.12 -2.45 0.31  0.254
H7 -0.15 -1.77 -1.32  0.239
N1 0.25 1.92 0.24  -0.865
S1 0.84 -1.39 0.91  0.101

Max |F|, eV Å⁻¹: 9.0
Energy relative to the best compared isomer or geometry (same formula, charge and spin), kcal/mol: 95.1
2S+1: 1
SMILES: NC[C@H]1CS1
Energy, Eh: -571.28740
Gap between HOMO and LUMO, eV: 9.19
Charge: 0